(1)
Below is a structure of composition CH3FIP at a distorted geometry, with properties calculated with ωB97M-V/def2-TZVPD.

```
! wB97M-V def2-TZVPD RIJCOSX def2/J DEFGRID3
* xyz 0 1
C 0.3242 0.1655 0.7721
F 1.0386 -0.3904 -1.8044
P 0.7809 0.9249 -0.8880
I -1.0192 1.5713 1.6207
H -0.2037 -0.7880 0.6093
H 1.2540 0.0257 1.4928
H -0.5570 1.2667 -1.5044
*
```

## Properties
* LUMO: 0.13 eV
* Kohn-Sham gap: 9.48 eV
* electronic energy: -21192.4689 eV
* relative energy (zero: lowest compared OMol25 entry of this formula, charge and spin): 3.7 kcal per mole

(2)
Below is a cluster of 8 separate species, C36H72FNO10P in total at a distorted geometry, with properties calculated with ωB97M-V/def2-TZVPD.

```
! wB97M-V def2-TZVPD RIJCOSX def2/J DEFGRID3
* xyz 1 1
C 2.3516 -1.3355 -1.8867
C 2.2694 0.1628 -1.7283
O 3.1588 0.7970 -1.1701
O 1.1471 0.8429 -2.1404
C 0.4150 0.3705 -3.2662
C -0.9377 -0.1615 -2.8600
C -1.8444 0.8449 -2.0903
C -2.8677 -0.0485 -1.3710
N -2.4968 -1.4421 -1.7448
P -2.8688 -2.8045 -0.5596
C -2.7450 -4.2157 -1.7022
O -4.4755 -2.6534 -0.3805
C -0.9943 -1.3435 -1.9319
F -0.5339 -0.9936 -0.7048
H 2.1399 -1.6711 -2.8929
H 3.3738 -1.5979 -1.6857
H 1.6813 -1.8257 -1.1974
H 0.9775 -0.3193 -3.8777
H 0.2270 1.2429 -3.8773
H -1.4830 -0.4432 -3.7592
H -2.2821 1.4723 -2.8476
H -1.2177 1.4030 -1.4156
H -2.9179 0.1118 -0.3072
H -3.8371 0.2670 -1.7311
H -3.0111 -1.6432 -2.6050
H -3.0610 -5.0963 -1.1665
H -3.3326 -4.0988 -2.6086
H -1.7135 -4.3319 -2.0050
H -4.8418 -3.4583 -0.0102
H -0.5515 -2.2774 -2.2428
C 3.3109 3.8800 0.5884
C 4.6300 4.5223 1.0092
C 4.6909 4.1582 2.4866
O 4.0184 2.8999 2.6211
C 3.3122 2.6020 1.4127
H 3.2339 3.6893 -0.4809
H 2.4750 4.5200 0.8843
H 5.4591 4.0597 0.4689
H 4.6713 5.5974 0.8396
H 4.1719 4.9003 3.1005
H 5.7124 4.0597 2.8566
H 3.8363 1.8005 0.8936
H 2.3063 2.2559 1.6612
C 2.3114 -5.2789 2.3158
C 1.4840 -4.2696 3.1047
C 0.3102 -4.0327 2.1655
O 0.1107 -5.2553 1.4462
C 1.2293 -6.1273 1.6653
H 2.9882 -5.8637 2.9328
H 2.9015 -4.7671 1.5501
H 1.1422 -4.7192 4.0337
H 2.0212 -3.3536 3.3468
H 0.5297 -3.2410 1.4354
H -0.6108 -3.7722 2.6886
H 0.9123 -6.9392 2.3268
H 1.5389 -6.5575 0.7120
C -6.8039 0.5423 -4.8845
C -6.0220 1.4345 -5.8458
C -4.9713 2.0421 -4.9273
O -4.7036 1.0538 -3.9154
C -5.7032 0.0232 -3.9797
H -7.3521 -0.2598 -5.3734
H -7.5115 1.1432 -4.3095
H -5.5434 0.8247 -6.6150
H -6.6327 2.1866 -6.3398
H -5.3422 2.9463 -4.4370
H -4.0427 2.2846 -5.4443
H -5.2442 -0.8809 -4.4005
H -6.0561 -0.2012 -2.9701
C 1.4318 7.4830 -0.6977
C 2.2365 6.7858 -1.7914
C 1.7146 7.4723 -3.0466
O 1.3587 8.7991 -2.6611
C 1.3557 8.9062 -1.2349
H 1.8890 7.4279 0.2890
H 0.4310 7.0489 -0.6344
H 3.3006 6.9959 -1.6630
H 2.1047 5.7047 -1.8140
H 0.8184 6.9696 -3.4297
H 2.4537 7.5167 -3.8470
H 2.2283 9.4923 -0.9285
H 0.4566 9.4341 -0.9173
C -7.7731 -4.9515 -4.5880
C -7.5157 -5.1812 -6.0750
C -7.5680 -3.7616 -6.6204
O -7.0983 -2.9066 -5.5669
C -7.0320 -3.6442 -4.3457
H -7.4215 -5.7608 -3.9505
H -8.8411 -4.8164 -4.4088
H -6.5203 -5.6062 -6.2221
H -8.2392 -5.8408 -6.5489
H -8.5914 -3.4690 -6.8724
H -6.9414 -3.6207 -7.5005
H -5.9750 -3.8266 -4.1061
H -7.4714 -3.0493 -3.5431
C 2.7559 -7.5301 7.4427
C 4.0031 -6.7285 7.0790
C 3.6633 -6.2479 5.6757
O 2.2395 -6.0938 5.6333
C 1.6569 -6.7012 6.7937
H 2.6113 -7.6552 8.5138
H 2.8010 -8.5212 6.9866
H 4.1106 -5.8767 7.7533
H 4.9237 -7.3077 7.1138
H 3.9563 -6.9877 4.9220
H 4.1335 -5.2955 5.4275
H 1.3108 -5.9073 7.4635
H 0.7964 -7.2980 6.4905
C 5.5415 5.4728 6.7989
C 6.6463 6.4582 6.4265
C 6.2675 6.8180 4.9968
O 4.8420 6.7286 4.9209
C 4.3378 6.0787 6.0914
H 5.3900 5.3666 7.8716
H 5.7643 4.4864 6.3862
H 6.5917 7.3421 7.0653
H 7.6499 6.0440 6.5048
H 6.6992 6.1080 4.2819
H 6.5775 7.8242 4.7142
H 3.8437 6.8280 6.7190
H 3.5988 5.3327 5.7958
*
```

## Properties
* LUMO: -2.53 eV
* Kohn-Sham gap: 7.76 eV
* electronic energy: -72462.2752 eV

(3)
Below is a structure of composition C20H48N9OPRu, with properties calculated with ωB97M-V/def2-TZVPD.

```
! wB97M-V def2-TZVPD RIJCOSX def2/J DEFGRID3
* xyz 3 6
Ru 1.7472 -1.0923 0.4475
N 3.6041 -2.0191 -0.6982
C 3.0804 -2.5803 -1.9721
C 1.9764 -3.5676 -1.6576
N 0.9094 -2.8914 -0.8824
H 4.3863 -1.4013 -0.8974
H 3.9956 -2.7904 -0.1605
H 3.8689 -3.0640 -2.5481
H 2.6899 -1.7529 -2.5697
H 2.3671 -4.3896 -1.0551
H 1.5912 -3.9998 -2.5811
H 0.2831 -3.5812 -0.4820
H 0.3291 -2.3455 -1.5156
N 3.5431 -1.0457 2.1871
N 3.4006 0.2679 1.5549
H 3.6015 -0.9421 3.1961
H 4.4364 -1.4433 1.9148
H 4.3000 0.6031 1.2200
H 3.0989 0.9390 2.2533
O 0.0222 -0.0425 -0.0625
P -0.4935 0.9017 -1.1803
N -0.9754 2.3076 -0.5166
C -0.5614 3.6668 -0.9619
C -1.5766 4.5955 -0.2892
C -2.0742 3.7991 0.9166
C -2.1572 2.3851 0.3579
N 0.7232 1.2300 -2.2124
C 2.0985 1.3726 -1.6890
C 2.9146 1.8115 -2.9022
C 1.8943 2.5589 -3.7625
C 0.6263 1.7328 -3.6046
N -1.7034 0.1261 -1.9583
C -2.5850 0.9228 -2.8659
C -3.8820 0.1130 -2.9485
C -3.9070 -0.6703 -1.6399
C -2.4431 -1.0503 -1.4586
H -0.5968 3.7595 -2.0468
H 0.4579 3.8718 -0.6289
H -2.4048 4.7994 -0.9691
H -1.1328 5.5508 -0.0188
H -3.0277 4.1552 1.2999
H -1.3433 3.8381 1.7277
H -3.0800 2.2468 -0.2165
H -2.1238 1.6068 1.1279
H 2.4036 0.3825 -1.3026
H 2.1453 2.0892 -0.8642
H 3.2921 0.9399 -3.4417
H 3.7664 2.4277 -2.6225
H 2.1991 2.6459 -4.8029
H 1.7366 3.5664 -3.3735
H 0.6024 0.8934 -4.3030
H -0.2740 2.3257 -3.7558
H -2.1247 1.0415 -3.8441
H -2.7568 1.9151 -2.4363
H -3.8399 -0.5722 -3.7958
H -4.7505 0.7525 -3.0860
H -4.5626 -1.5385 -1.6733
H -4.2316 -0.0313 -0.8149
H -2.1988 -1.9298 -2.0639
H -2.1768 -1.2590 -0.4256
C -0.2094 -0.1937 3.1675
C -1.3663 -0.2682 4.3018
N -1.5821 -1.6654 4.4914
C -2.1620 -2.3078 3.3599
C -1.0073 -2.2263 2.2271
N 0.1434 -1.5389 2.7719
C 0.6731 -2.2824 3.8973
C -0.4660 -2.3608 5.0454
H 0.6571 0.3070 3.5967
H -0.5685 0.3627 2.3056
H -2.2736 0.2097 3.9415
H -1.0233 0.1994 5.2210
H -3.0487 -1.7709 3.0329
H -2.3995 -3.3452 3.5811
H -1.3783 -1.6811 1.3665
H -0.7344 -3.2410 1.9437
H 1.5453 -1.7817 4.3094
H 0.9402 -3.2917 3.5927
H -0.1244 -1.8682 5.9524
H -0.7231 -3.3973 5.2487
*
```

## Properties
* LUMO (alpha / beta): -7.54 / -11.13 eV
* <S²>: 8.762
* Kohn-Sham gap (alpha / beta): 8.93 / 5.41 eV
* electronic energy: -48823.3101 eV
* relative energy (zero: lowest compared OMol25 entry of this formula, charge and spin): 4.3 kcal per mole

(4)
Below is the ion C4H6IN2 with charge +1 at a distorted geometry, with properties calculated with ωB97M-V/def2-TZVPD.

```
! wB97M-V def2-TZVPD RIJCOSX def2/J DEFGRID3
* xyz 1 1
C -0.7305 -0.0266 -1.6500
C -0.2267 -0.7107 -0.4974
C 0.3647 1.3040 0.4793
C 0.5569 -0.8262 1.8436
N -0.4601 1.1743 -1.8597
N 0.1953 0.0427 0.5563
I -1.0851 2.5010 -3.2305
H -1.0915 -0.7299 -2.4441
H -0.5061 -1.7536 -0.4186
H 1.0433 2.0776 0.7595
H 1.5516 -1.1625 1.7921
H 0.5041 -0.2523 2.7241
H -0.1157 -1.6378 1.9454
*
```

## Properties
* LUMO (alpha / beta): -6.43 / -5.74 eV
* Kohn-Sham gap (alpha / beta): 6.39 / 7.17 eV
* electronic energy: -15313.2216 eV
* relative energy (zero: lowest compared OMol25 entry of this formula, charge and spin): 137.8 kcal per mole

Q: Which of these has the highest electronic energy?
A: C4H6IN2